Record 1
Formula: C39H102N9O38P5
Source: the OMol25 dataset
Level of theory: the ωB97M-V functional and the def2-TZVPD basis

```
! RIJCOSX wB97M-V def2-TZVPD def2/J DEFGRID3
* xyz 0 1
C 7.559 4.796 -2.140
C 6.336 3.925 -2.407
O 5.846 4.043 -3.763
P 4.712 3.009 -4.352
O 4.821 1.624 -3.775
O 5.001 3.106 -5.960
C 4.828 1.974 -6.820
C 3.521 1.205 -6.729
O 3.305 3.789 -4.099
C 2.140 3.005 -3.741
C 1.691 3.538 -2.456
H 8.346 4.629 -2.875
H 7.172 5.815 -2.143
H 8.085 4.689 -1.191
H 6.562 2.877 -2.211
H 5.439 4.251 -1.881
H 4.914 2.333 -7.846
H 5.602 1.209 -6.757
H 3.278 0.716 -5.786
H 2.644 1.830 -6.899
H 3.584 0.405 -7.468
H 1.348 3.115 -4.482
H 2.205 1.928 -3.587
H 2.611 3.779 -1.923
H 1.351 4.569 -2.555
H 1.037 2.961 -1.803
C -9.851 -4.076 -0.696
C -8.476 -3.714 -0.096
O -7.683 -2.994 -1.031
P -8.263 -1.517 -1.453
O -9.332 -0.965 -0.541
O -6.896 -0.571 -1.467
C -6.180 -0.378 -0.214
C -4.744 0.121 -0.424
O -8.697 -1.602 -3.036
C -7.939 -2.297 -3.980
C -6.406 -2.210 -3.837
H -9.867 -4.677 -1.605
H -10.427 -4.659 0.023
H -10.376 -3.181 -1.027
H -8.390 -3.124 0.816
H -7.861 -4.608 0.008
H -6.662 0.336 0.454
H -6.058 -1.325 0.312
H -4.286 0.506 0.487
H -4.180 -0.669 -0.919
H -4.685 0.935 -1.146
H -8.239 -3.342 -3.904
H -8.248 -1.981 -4.977
H -6.040 -2.900 -3.077
H -5.833 -2.491 -4.721
H -5.918 -1.253 -3.651
C -0.178 1.381 1.170
C -1.018 0.251 0.552
O -0.388 -0.955 0.818
P -0.460 -2.109 -0.380
O 0.006 -3.527 -0.129
O -1.958 -2.008 -0.945
C -2.688 -2.903 -1.766
C -1.991 -3.886 -2.658
O 0.438 -1.318 -1.507
C 1.660 -1.845 -2.110
C 1.479 -2.300 -3.580
H -0.816 2.264 1.188
H 0.000 1.137 2.217
H 0.820 1.598 0.790
H -1.848 0.159 1.251
H -1.507 0.417 -0.408
H -3.291 -3.490 -1.073
H -3.476 -2.328 -2.254
H -1.673 -4.739 -2.059
H -2.611 -4.083 -3.533
H -1.047 -3.450 -2.984
H 2.492 -1.140 -2.097
H 2.015 -2.623 -1.434
H 1.299 -3.375 -3.606
H 0.662 -1.662 -3.920
H 2.415 -2.303 -4.138
C 7.870 -1.630 1.844
C 7.722 -1.470 3.353
O 6.284 -1.403 3.567
P 5.445 -2.797 3.729
O 6.163 -4.081 3.875
O 4.376 -2.406 4.888
C 4.965 -2.095 6.187
C 4.202 -3.043 7.159
O 4.568 -2.618 2.393
C 4.009 -3.743 1.746
C 2.715 -3.273 1.113
H 8.909 -1.474 1.554
H 7.624 -2.657 1.576
H 7.286 -0.907 1.274
H 8.045 -2.310 3.968
H 8.068 -0.467 3.603
H 6.021 -2.345 6.291
H 4.989 -1.013 6.322
H 4.285 -4.081 6.834
H 4.518 -2.887 8.190
H 3.181 -2.669 7.239
H 4.558 -3.968 0.832
H 3.827 -4.603 2.391
H 2.767 -2.234 0.789
H 2.422 -3.960 0.319
H 1.851 -3.175 1.771
C -1.564 4.484 6.375
C -0.449 5.048 5.429
O -1.065 5.637 4.380
P -0.163 6.356 3.258
O 0.952 7.274 3.689
O -1.295 7.189 2.483
C -0.919 8.307 1.598
C -1.193 9.606 2.406
O 0.307 5.293 2.231
C 1.453 5.298 1.468
C 2.601 4.915 2.352
H -1.971 5.131 7.152
H -2.323 3.819 5.964
H -0.900 3.769 6.861
H 0.131 5.756 6.021
H 0.237 4.301 5.030
H 0.113 8.228 1.258
H -1.586 8.336 0.736
H -1.620 10.354 1.738
H -1.965 9.298 3.113
H -0.280 9.928 2.906
H 1.286 4.464 0.787
H 1.799 6.117 0.837
H 3.568 4.836 1.855
H 2.585 5.646 3.160
H 2.577 3.985 2.919
C -2.705 5.629 -0.396
N -2.370 4.215 -0.859
O -3.206 3.385 -1.093
O -1.159 4.006 -1.012
H -3.791 5.722 -0.423
H -2.092 6.338 -0.953
H -2.329 5.611 0.627
C -2.824 -6.977 -7.031
N -2.116 -6.192 -6.046
O -2.679 -5.182 -5.712
O -0.979 -6.516 -5.774
H -3.822 -7.123 -6.618
H -2.313 -7.933 -7.145
H -2.945 -6.364 -7.924
C -0.051 0.962 5.163
N 1.445 0.844 5.071
O 2.080 1.664 4.470
O 1.963 -0.055 5.731
H -0.315 -0.092 5.076
H -0.517 1.645 4.453
H -0.158 1.239 6.212
C -3.568 -3.155 2.938
N -2.942 -1.830 3.266
O -3.559 -0.801 2.992
O -1.808 -1.810 3.605
H -2.807 -3.781 2.472
H -4.362 -3.127 2.191
H -3.913 -3.550 3.894
C 1.342 -6.507 -4.097
N 2.580 -7.040 -3.485
O 2.525 -7.363 -2.277
O 3.623 -7.026 -4.092
H 1.219 -5.579 -3.538
H 0.618 -7.288 -3.867
H 1.442 -6.407 -5.177
C -4.878 2.429 3.636
N -3.684 2.718 2.798
O -2.629 2.784 3.388
O -3.846 2.912 1.550
H -4.553 2.216 4.654
H -5.558 1.681 3.228
H -5.503 3.320 3.684
C 5.656 1.383 0.624
N 4.940 0.454 -0.294
O 5.511 -0.634 -0.607
O 3.832 0.791 -0.644
H 6.653 1.071 0.938
H 4.981 1.651 1.436
H 5.744 2.229 -0.057
C -2.160 1.194 -3.376
N -2.441 0.191 -4.472
O -3.648 -0.054 -4.682
O -1.532 -0.505 -4.924
H -1.559 0.574 -2.712
H -3.024 1.508 -2.790
H -1.481 1.855 -3.914
C 0.640 -5.068 2.904
N -0.130 -6.256 3.231
O -0.845 -6.227 4.268
O -0.149 -7.155 2.402
H 1.658 -5.357 2.641
H 0.530 -4.263 3.631
H 0.242 -4.716 1.953
*
```

## Properties
Energy above the lowest of the compared OMol25 structures with the same formula, charge and spin (kcal/mol): 131.85
Frontier orbital gap (hartree): 0.3584

Here are the Mulliken charges for atoms 1 to 8, given in e: C -1.377; C 0.255; O -0.401; P 0.849; O -0.505; O -0.447; C -0.250; C -0.988


Record 2
Formula: C39H116N22O15
Source: the OMol25 dataset
Level of theory: the ωB97M-V functional and the def2-TZVPD basis

```
! RIJCOSX wB97M-V def2-TZVPD def2/J DEFGRID3
* xyz 0 1
C 3.231 -0.266 9.183
C 2.040 -0.901 8.335
C 2.263 -2.437 8.267
O 2.028 -3.012 9.542
C 2.636 -4.316 9.736
N 0.784 -0.685 9.086
H 3.579 -0.825 10.051
H 3.201 0.808 9.369
H 4.072 -0.264 8.489
H 1.975 -0.426 7.356
H 3.275 -2.591 7.891
H 1.696 -2.996 7.523
H 3.693 -4.375 9.479
H 2.084 -5.096 9.210
H 2.472 -4.519 10.794
H 0.605 0.216 9.506
H 0.893 -1.302 9.878
C 3.752 5.240 -0.641
C 4.825 4.371 -1.167
C 5.562 4.939 -2.431
O 6.445 4.018 -3.012
C 6.730 4.287 -4.422
N 5.830 4.418 -0.058
H 2.921 5.194 -1.344
H 4.027 6.278 -0.454
H 3.310 4.795 0.251
H 4.549 3.352 -1.436
H 6.024 5.805 -1.957
H 4.883 5.339 -3.184
H 7.609 3.916 -4.949
H 6.682 5.367 -4.558
H 5.915 3.952 -5.063
H 5.646 3.631 0.548
H 6.764 4.484 -0.438
C -0.635 1.020 2.286
C -0.755 -0.455 1.754
C -1.255 -0.564 0.251
O -2.440 0.180 -0.051
C -3.061 -0.110 -1.258
N 0.639 -0.923 1.808
H -0.750 1.019 3.370
H -1.454 1.682 2.004
H 0.277 1.567 2.047
H -1.381 -1.029 2.437
H -1.334 -1.574 -0.152
H -0.489 -0.041 -0.321
H -4.131 0.083 -1.338
H -2.765 -1.050 -1.724
H -2.646 0.596 -1.977
H 1.253 -0.387 1.212
H 0.564 -1.833 1.378
C -4.878 0.930 -10.749
C -5.784 -0.065 -9.955
C -5.218 -1.037 -8.812
O -6.191 -1.912 -8.316
C -5.842 -2.392 -7.033
N -6.830 0.779 -9.285
H -4.209 1.482 -10.090
H -5.453 1.710 -11.249
H -4.274 0.339 -11.437
H -6.305 -0.648 -10.715
H -4.728 -0.389 -8.086
H -4.389 -1.554 -9.295
H -5.350 -1.650 -6.404
H -5.101 -3.177 -7.177
H -6.586 -2.886 -6.409
H -7.541 0.220 -8.835
H -6.397 1.357 -8.579
C -1.365 7.220 1.766
C -1.655 7.154 0.212
C -2.067 5.720 -0.223
O -2.502 5.727 -1.588
C -1.383 5.733 -2.498
N -2.710 8.044 -0.087
H -0.602 6.500 2.060
H -2.247 7.027 2.377
H -1.058 8.180 2.182
H -0.754 7.489 -0.302
H -2.859 5.394 0.451
H -1.294 4.966 -0.077
H -1.785 5.343 -3.433
H -0.655 5.050 -2.059
H -0.845 6.673 -2.619
H -3.051 7.682 -0.967
H -2.401 8.966 -0.359
C 2.233 1.181 -5.043
C 2.053 0.713 -6.557
C 0.559 0.950 -7.087
O -0.483 0.013 -6.686
C -0.129 -1.291 -6.220
N 3.015 1.326 -7.416
H 1.424 0.847 -4.394
H 2.528 2.220 -4.894
H 3.081 0.651 -4.609
H 2.145 -0.372 -6.614
H 0.561 1.031 -8.174
H 0.260 1.951 -6.776
H 0.437 -1.730 -7.042
H -1.066 -1.807 -6.012
H 0.465 -1.113 -5.324
H 2.925 0.932 -8.342
H 2.823 2.299 -7.606
C -8.116 -1.477 3.625
C -6.661 -1.926 3.214
C -6.518 -1.851 1.629
O -7.456 -2.730 0.958
C -7.867 -2.465 -0.270
N -5.705 -0.967 3.726
H -8.140 -0.392 3.517
H -8.372 -1.690 4.663
H -8.947 -1.905 3.065
H -6.474 -2.947 3.546
H -5.558 -2.096 1.173
H -6.734 -0.829 1.318
H -8.594 -3.227 -0.552
H -7.059 -2.392 -0.998
H -8.441 -1.543 -0.180
H -5.029 -0.844 2.986
H -5.949 0.012 3.672
C 7.081 -1.002 -1.973
C 7.746 -1.301 -3.329
C 9.117 -0.629 -3.400
O 9.865 -0.949 -4.625
C 11.113 -0.215 -4.739
N 7.769 -2.745 -3.411
H 6.955 0.080 -1.925
H 7.677 -1.368 -1.137
H 6.101 -1.451 -1.811
H 7.245 -0.755 -4.128
H 9.782 -0.862 -2.568
H 8.980 0.429 -3.177
H 11.887 -0.581 -4.066
H 10.948 0.846 -4.552
H 11.368 -0.426 -5.778
H 8.184 -3.177 -2.598
H 8.508 -2.950 -4.068
C -7.184 5.233 -1.697
O -6.702 5.998 -0.899
N -7.039 5.246 -2.958
N -7.656 4.012 -1.553
H -7.145 4.344 -3.400
H -6.437 5.988 -3.287
H -7.762 3.700 -0.599
H -7.906 3.425 -2.337
C -3.521 -6.049 -0.541
O -3.055 -5.835 -1.634
N -4.711 -6.522 -0.313
N -2.787 -5.723 0.493
H -5.089 -6.794 -1.210
H -4.945 -6.917 0.586
H -3.226 -5.876 1.390
H -1.893 -5.340 0.220
C 3.885 -6.699 3.470
O 4.832 -6.068 3.677
N 3.812 -7.726 2.686
N 2.681 -6.340 3.853
H 4.615 -8.189 2.284
H 2.957 -8.226 2.490
H 1.995 -7.080 3.813
H 2.567 -5.464 4.343
C -3.326 -3.096 8.663
O -4.553 -3.142 8.874
N -2.843 -2.483 7.620
N -2.415 -3.548 9.450
H -3.395 -2.003 6.924
H -1.863 -2.254 7.707
H -1.428 -3.535 9.237
H -2.747 -4.128 10.207
C -2.670 3.771 8.312
O -1.840 3.864 9.104
N -3.555 4.679 7.924
N -2.849 2.676 7.566
H -3.578 5.539 8.454
H -3.991 4.442 7.045
H -3.529 2.649 6.820
H -2.154 1.961 7.730
C 6.317 -0.403 4.587
O 6.226 0.612 3.927
N 5.459 -1.275 4.687
N 7.344 -0.696 5.345
H 4.536 -1.089 4.322
H 5.704 -2.192 5.035
H 8.138 -0.072 5.315
H 7.317 -1.544 5.892
C 1.951 -5.142 -2.251
O 1.705 -4.983 -1.077
N 3.119 -5.062 -2.752
N 1.061 -5.505 -3.145
H 3.907 -4.785 -2.184
H 3.361 -5.269 -3.711
H 0.083 -5.617 -2.920
H 1.351 -5.496 -4.112
*
```

## Properties
Energy above the lowest of the compared OMol25 structures with the same formula, charge and spin (kcal/mol): 250.64
Frontier orbital gap (hartree): 0.3280

Here are the Mulliken charges for atoms 1 to 8, given in e: C -1.280; C 0.213; C -0.709; O -0.371; C -0.822; N -0.625; H 0.280; H 0.416


Record 3
Formula: C39H18Cl3F4Ge2N6PdS2
Source: the OMol25 dataset
Level of theory: the ωB97M-V functional and the def2-TZVPD basis

```
! RIJCOSX wB97M-V def2-TZVPD def2/J DEFGRID3
* xyz -2 2
Pd 1.710 0.951 0.439
S 3.802 0.145 -0.014
C 4.609 1.552 -0.671
C 5.981 1.487 -0.896
C 6.661 2.545 -1.479
C 8.075 2.440 -1.697
N 9.207 2.333 -1.872
C 5.952 3.699 -1.850
C 4.587 3.766 -1.625
C 3.901 2.708 -1.024
S 2.186 2.871 -0.756
C 6.627 4.809 -2.460
N 7.168 5.697 -2.952
H 6.528 0.597 -0.611
H 4.043 4.658 -1.908
Cl 3.264 -1.462 3.654
Ge 1.815 -0.495 2.372
Cl -0.016 -0.810 3.489
Cl 2.330 1.681 2.900
C 1.120 0.045 -1.220
Ge 0.306 -1.711 -1.225
C 0.657 -2.470 -2.999
C 1.457 -1.843 -3.950
C 1.705 -2.442 -5.180
C 1.155 -3.680 -5.473
C 0.359 -4.321 -4.533
C 0.116 -3.719 -3.307
C -1.606 -1.583 -0.919
C -2.508 -1.778 -1.965
C -3.868 -1.600 -1.762
C -4.343 -1.223 -0.514
C -3.456 -1.033 0.535
C -2.096 -1.212 0.332
C 1.167 -2.900 0.060
C 0.482 -3.466 1.133
C 1.147 -4.276 2.048
C 2.501 -4.529 1.897
C 3.193 -3.980 0.825
C 2.530 -3.174 -0.086
H 1.305 0.626 -2.114
H 1.901 -0.879 -3.733
H 2.330 -1.939 -5.908
H 1.347 -4.146 -6.432
H -0.072 -5.289 -4.756
H -0.506 -4.229 -2.579
H -2.147 -2.041 -2.953
H -4.558 -1.724 -2.587
H -5.399 -1.045 -0.362
H -3.818 -0.707 1.502
H -1.412 -1.016 1.151
H -0.576 -3.272 1.263
H 0.607 -4.690 2.890
H 3.023 -5.135 2.626
H 4.253 -4.169 0.708
H 3.078 -2.744 -0.918
F -1.783 3.436 2.895
C -3.076 3.063 2.807
C -3.892 3.299 3.895
F -3.321 3.861 4.976
C -5.257 2.975 3.921
C -5.695 2.368 2.736
C -4.867 2.109 1.662
F -5.411 1.493 0.592
C -3.520 2.455 1.638
C -2.640 2.198 0.486
C -1.332 1.820 0.633
N -0.216 1.497 0.732
C -3.095 2.237 -0.853
N -3.442 2.275 -1.956
F -6.989 2.014 2.605
C -6.120 3.237 5.052
C -5.760 4.100 6.110
N -5.531 4.816 6.991
C -7.402 2.662 5.187
N -8.455 2.210 5.361
*
```

## Properties
Energy above the lowest of the compared OMol25 structures with the same formula, charge and spin (kcal/mol): 50.25
Frontier orbital gap (alpha / beta) (hartree): 0.1368 / 0.1375

Here are the Mulliken charges for atoms 1 to 8, given in e: Pd -0.278; S -0.134; C 0.783; C -0.956; C 0.348; C -0.124; N -0.557; C 0.575


energy above the lowest of the compared OMol25 structures with the same formula, charge and spin of number 3 (C39H18Cl3F4Ge2N6PdS2)?
50.25 kcal/mol


Which of these has the lowest energy above the lowest of the compared OMol25 structures with the same formula, charge and spin?
C39H18Cl3F4Ge2N6PdS2


What is the energy above the lowest of the compared OMol25 structures with the same formula, charge and spin in the first record?
131.85 kcal/mol


energy above the lowest of the compared OMol25 structures with the same formula, charge and spin of number 1 (C39H102N9O38P5)?
131.85 kcal/mol